<A>
{
  "formula": "C4H14O3",
  "method": "ωB97M-V with the def2-TZVPD basis set",
  "symbols": ["C", "C", "C", "C", "H", "H", "H", "H", "H", "H", "H", "H", "O", "H", "H", "O", "H", "H", "O", "H", "H"],
  "coordinates": [[-1.286, 1.115, -1.581], [-0.786, 0.391, -0.583], [-1.579, -0.644, 0.185], [-2.025, -0.030, 1.519], [-0.855, 2.067, -1.860], [-2.201, 0.814, -2.058], [0.195, 0.629, -0.172], [-0.945, -1.529, 0.327], [-2.420, -0.968, -0.433], [-1.211, 0.519, 1.960], [-2.396, -0.811, 2.176], [-2.869, 0.625, 1.315], [1.424, -2.327, -1.083], [1.243, -2.809, -1.896], [0.670, -1.735, -0.967], [1.588, 0.610, 2.032], [2.187, 0.985, 1.365], [2.071, -0.188, 2.276], [3.063, 1.217, -0.487], [2.321, 1.254, -1.097], [3.810, 0.812, -0.940]],
  "mulliken_charge": [-0.74, 0.17, -0.40, -1.13, 0.27, 0.27, -0.01, 0.27, 0.34, 0.30, 0.34, 0.31, -0.64, 0.30, 0.34, -0.62, 0.32, 0.30, -0.64, 0.33, 0.32],
  "lumo_energy_ev": 0.6,
  "smiles": "C=CCC.O.O.O",
  "homo_energy_ha": -0.356
}

***

<B>
{
  "formula": "C4H14O3",
  "method": "ωB97M-V with the def2-TZVPD basis set",
  "symbols": ["C", "C", "C", "C", "H", "H", "H", "H", "H", "H", "H", "H", "O", "H", "H", "O", "H", "H", "O", "H", "H"],
  "coordinates": [[-0.729, -0.025, -2.517], [-0.481, 1.276, -1.696], [-0.662, 1.209, -0.356], [-0.711, 2.465, 0.275], [-0.283, -0.919, -2.116], [-1.796, -0.307, -2.751], [-0.239, -0.086, -3.499], [-0.203, 2.085, -2.356], [-0.681, 0.350, 0.258], [-0.629, 3.270, -0.435], [0.067, 2.566, 1.088], [-1.671, 2.605, 0.921], [1.980, -0.528, 1.900], [2.952, -0.803, 1.877], [1.661, -0.675, 2.747], [-0.422, -2.653, 2.772], [-0.908, -3.095, 2.031], [-0.953, -1.942, 2.832], [1.614, -1.714, -0.404], [0.898, -2.105, -0.738], [1.194, -0.972, 0.167]],
  "mulliken_charge": [-0.95, -0.34, 0.25, -1.16, 0.07, 0.26, 0.34, 0.30, 0.43, 0.32, 0.22, 0.26, -0.62, 0.30, 0.29, -0.59, 0.31, 0.28, -0.61, 0.27, 0.37],
  "lumo_energy_ev": 0.5,
  "smiles": "C/C=C/C.O.O.O",
  "homo_energy_ha": -0.327
}

***

Which of them is the least stable? Correct choice: <B>.

***

<A>
{
  "formula": "C3H9OS",
  "method": "ωB97M-V with the def2-TZVPD basis set",
  "symbols": ["C", "C", "C", "S", "H", "H", "H", "H", "H", "H", "H", "H", "H", "O"],
  "coordinates": [[0.348, -2.160, -0.824], [0.371, -1.161, 0.332], [-0.031, 0.222, -0.213], [-1.615, 0.772, 0.690], [0.878, -1.774, -1.694], [0.939, -3.121, -0.698], [-0.670, -2.446, -1.068], [1.336, -1.051, 0.769], [-0.217, -1.508, 1.193], [0.789, 0.882, 0.191], [-0.145, 0.313, -1.303], [-1.036, 3.071, 1.216], [-0.171, 3.903, 0.335], [-0.778, 4.058, 1.076]],
  "mulliken_charge": [-1.18, -0.41, -0.58, -0.74, 0.34, 0.32, 0.26, 0.32, 0.29, 0.18, 0.27, 0.27, 0.29, -0.65],
  "lumo_energy_ev": 4.0,
  "homo_energy_ha": -0.098,
  "total_charge": -1
}

***

<B>
{
  "formula": "C3H9OS",
  "method": "ωB97M-V with the def2-TZVPD basis set",
  "symbols": ["C", "O", "H", "H", "H", "C", "S", "C", "H", "H", "H", "H", "H", "H"],
  "coordinates": [[-1.733, 1.212, -1.174], [-1.459, 0.237, -0.226], [-1.275, 0.999, -2.158], [-2.816, 1.308, -1.284], [-1.300, 2.186, -0.865], [1.234, -2.019, 0.536], [2.089, -0.451, 0.177], [0.910, 0.695, 0.847], [0.707, -2.337, -0.367], [0.495, -1.860, 1.311], [1.902, -2.803, 0.877], [1.047, 1.679, 0.382], [-0.325, 0.342, 0.089], [0.524, 0.813, 1.854]],
  "mulliken_charge": [-0.61, -0.67, 0.19, 0.21, 0.21, -0.77, -0.20, -0.95, 0.23, 0.23, 0.32, 0.29, 0.22, 0.32],
  "lumo_energy_ev": 3.8,
  "homo_energy_ha": -0.063,
  "total_charge": -1
}

***

Which of them is the least stable? Correct choice: <B>.

***

<A>
{
  "formula": "C6H6N2",
  "method": "ωB97M-V with the def2-TZVPD basis set",
  "symbols": ["C", "C", "C", "N", "C", "C", "C", "N", "H", "H", "H", "H", "H", "H"],
  "coordinates": [[2.913, -0.442, -0.124], [1.660, -0.650, -0.122], [0.215, -0.600, 0.224], [-0.717, -0.884, -0.834], [-1.775, 0.060, -0.230], [-0.577, 0.727, 0.571], [0.164, 1.831, -0.054], [0.863, 2.629, -0.535], [3.969, -0.399, -0.216], [-0.009, -1.325, 1.084], [-1.126, -1.878, -0.934], [-2.319, 0.677, -0.870], [-2.470, -0.575, 0.344], [-0.791, 0.827, 1.697]],
  "mulliken_charge": [-0.15, -0.78, 0.38, -0.63, -0.56, 0.20, 0.01, -0.43, 0.41, 0.30, 0.27, 0.33, 0.30, 0.34],
  "lumo_energy_ev": 0.5,
  "smiles": "C#C[C@@H]1NC[C@@H]1C#N",
  "homo_energy_ha": -0.354
}

***

<B>
{
  "formula": "C6H6N2",
  "method": "ωB97M-V with the def2-TZVPD basis set",
  "symbols": ["C", "C", "N", "C", "C", "C", "C", "N", "H", "H", "H", "H", "H", "H"],
  "coordinates": [[0.714, 1.683, -0.168], [0.345, 0.256, 0.184], [0.749, -0.506, 1.419], [1.051, -1.072, 0.125], [-0.312, -1.684, -0.381], [-0.842, -0.429, -0.383], [-2.188, 0.036, -0.685], [-3.227, 0.516, -0.857], [1.233, 1.692, -1.179], [1.379, 2.077, 0.662], [-0.186, 2.251, -0.236], [-0.029, -0.745, 2.026], [2.104, -1.385, 0.017], [-0.790, -2.689, -0.543]],
  "mulliken_charge": [-1.17, 0.64, -0.62, -0.04, -0.70, 0.25, 0.06, -0.46, 0.25, 0.33, 0.38, 0.28, 0.42, 0.38],
  "lumo_energy_ev": 0.1,
  "smiles": "C[C@]12N[C@H]1C=C2C#N",
  "homo_energy_ha": -0.336
}

***

Which of them is the least stable? Correct choice: <A>.

***

<A>
{
  "formula": "C6H6N2",
  "method": "ωB97M-V with the def2-TZVPD basis set",
  "symbols": ["C", "C", "C", "C", "C", "N", "N", "C", "H", "H", "H", "H", "H", "H"],
  "coordinates": [[2.463, 0.234, -0.181], [1.413, -0.603, 0.075], [-0.076, -0.291, -0.026], [-0.567, 1.007, 0.007], [-1.954, 1.131, 0.053], [-2.778, 0.041, -0.116], [-2.247, -1.146, -0.113], [-0.943, -1.354, -0.015], [2.584, 1.302, -0.596], [3.510, -0.254, 0.100], [1.624, -1.609, 0.552], [0.114, 1.843, 0.223], [-2.485, 2.129, 0.142], [-0.657, -2.429, -0.104]],
  "mulliken_charge": [-0.69, -0.30, 1.00, -0.28, -0.33, -0.41, -0.33, -0.38, 0.26, 0.19, 0.22, 0.30, 0.36, 0.38],
  "lumo_energy_ev": 0.0,
  "smiles": "C=Cc1ccnnc1",
  "homo_energy_ha": -0.334
}

***

<B>
{
  "formula": "C6H6N2",
  "method": "ωB97M-V with the def2-TZVPD basis set",
  "symbols": ["C", "C", "C", "C", "C", "C", "H", "H", "H", "H", "H", "H", "N", "N"],
  "coordinates": [[-2.135, 0.076, -0.154], [-0.741, -0.083, -0.571], [0.047, -0.869, 0.459], [0.198, 1.054, 0.057], [1.539, 0.500, -0.463], [1.424, -0.775, -0.206], [-0.728, -0.268, -1.681], [-0.308, -1.878, 0.813], [-0.783, 0.424, 1.677], [-0.036, 2.141, 0.111], [2.426, 0.952, -0.910], [2.281, -1.487, -0.355], [-3.318, -0.078, -0.109], [0.134, 0.290, 1.330]],
  "mulliken_charge": [-0.08, 0.08, 0.09, -0.12, -0.50, -0.57, 0.40, 0.38, 0.32, 0.41, 0.39, 0.32, -0.50, -0.60],
  "lumo_energy_ev": 0.8,
  "homo_energy_ha": -0.364
}

***

Which of them is the least stable? Correct choice: <B>.